[1]
ORCA calculation (ωB97M-V/def2-TZVPD) on 7 unconnected molecules or ions with the total composition C14H42O7S7 in a non-equilibrium geometry.

Element x y z (Å)
C (7.934471, -2.235353, 3.708508)
S (6.150830, -2.727013, 3.659885)
O (5.671277, -2.430800, 5.119738)
C (5.448374, -1.304001, 2.647433)
H (8.115823, -1.203246, 4.008467)
H (8.308299, -2.483892, 2.715238)
H (8.495995, -2.713952, 4.510837)
H (4.360912, -1.377091, 2.633494)
H (5.726699, -1.336898, 1.594077)
H (5.673346, -0.335005, 3.092992)
C (-2.055550, -3.026665, -2.592449)
S (-3.812338, -2.552505, -2.887942)
O (-4.010482, -2.385712, -4.384983)
C (-4.695626, -4.099645, -2.452198)
H (-1.690533, -3.720974, -3.349296)
H (-1.914434, -3.556370, -1.650332)
H (-1.397034, -2.171280, -2.743329)
H (-5.775992, -4.100223, -2.596754)
H (-4.311223, -4.336407, -1.460089)
H (-4.403820, -4.957200, -3.058448)
C (-3.422980, 2.101362, 0.488266)
S (-3.705948, 2.978797, -1.055129)
O (-3.136550, 2.121130, -2.216741)
C (-2.412728, 4.233038, -0.704129)
H (-3.606376, 2.863274, 1.245871)
H (-2.389636, 1.767547, 0.582405)
H (-4.227819, 1.366698, 0.512581)
H (-1.700214, 4.382675, -1.515310)
H (-1.753479, 4.106138, 0.154591)
H (-2.867684, 5.205418, -0.515457)
C (3.358881, 3.568867, 1.789470)
S (4.610699, 2.206241, 1.729309)
O (3.781033, 1.031032, 2.266043)
C (4.661615, 1.973806, -0.103125)
H (3.055841, 3.821610, 2.805539)
H (2.474761, 3.285949, 1.218167)
H (3.753150, 4.477731, 1.334912)
H (4.969713, 2.846266, -0.679316)
H (3.658597, 1.695895, -0.426878)
H (5.325691, 1.147197, -0.355727)
C (-1.676790, 1.215286, -4.452920)
S (-2.492952, 1.596175, -6.116753)
O (-1.865414, 2.912091, -6.660277)
C (-1.692234, 0.205788, -7.009088)
H (-1.471071, 2.175981, -3.980846)
H (-0.696659, 0.802463, -4.691712)
H (-2.277579, 0.413595, -4.023446)
H (-1.924997, -0.760595, -6.561843)
H (-0.628072, 0.440074, -7.036829)
H (-2.083170, 0.107979, -8.021853)
C (1.662305, -0.187737, 0.177757)
S (0.011298, -1.050255, 0.176552)
O (-0.742804, -0.737394, 1.475426)
C (-0.503310, 0.034499, -1.209793)
H (2.026340, -0.488253, -0.804727)
H (2.378386, -0.567090, 0.906747)
H (1.551742, 0.888611, 0.309521)
H (-1.580636, 0.064365, -1.372833)
H (0.082462, -0.104315, -2.118476)
H (-0.381795, 1.087494, -0.955761)
C (-1.918892, -0.315245, 4.988318)
S (-2.935655, -1.541628, 5.868271)
O (-3.788270, -0.660294, 6.744236)
C (-3.893488, -2.258113, 4.512548)
H (-1.359048, 0.336145, 5.659415)
H (-2.615771, 0.310603, 4.430857)
H (-1.261432, -0.704497, 4.210931)
H (-4.361893, -1.539672, 3.839835)
H (-4.647210, -3.012374, 4.738585)
H (-3.158954, -2.790126, 3.907966)

Atoms 1-2, force components in eV/Å:
-0.4 0.2 -0.2
-0.4 2.1 3.0

Summary:
Net charge: 0
E_HOMO, eV: -8.5350
ΔE to the lowest compared entry with this formula, charge and spin, kcal/mol: 72.39
DFT total energy, eV: -105369.8058
HOMO-LUMO gap, eV: 8.48

[2]
ORCA calculation (ωB97M-V/def2-TZVPD) on a molecular structure, C14H42O8 in a non-equilibrium geometry.

Element x y z (Å)
O (0.169382, 0.204697, -0.230501)
H (0.537542, 0.599307, 0.560049)
H (-0.249758, 0.932747, -0.689301)
O (-0.584168, 2.007848, -1.611911)
H (-1.417308, 1.887217, -2.067491)
H (-0.127318, 2.677787, -2.120541)
C (-3.410768, -0.064303, 0.704609)
C (-1.967958, -0.590563, 1.064319)
O (-1.892118, -1.344033, 2.297579)
O (-3.845918, 1.070297, 1.474179)
H (-4.187998, -0.815083, 0.847269)
H (-3.531458, 0.241767, -0.334551)
H (-1.259038, 0.235397, 1.121739)
H (-1.414478, -1.174693, 0.329099)
H (-1.008028, -1.670473, 2.480409)
H (-3.678268, 0.852457, 2.393989)
C (0.302342, -1.738713, 0.866189)
C (0.701012, -2.316643, 2.236609)
C (1.807632, -1.510963, 2.983239)
O (-0.441328, -2.334943, 3.082059)
H (-0.423708, -0.925723, 0.863609)
H (0.055452, -2.580912, 0.219789)
H (1.226632, -1.450083, 0.365699)
H (1.057852, -3.344103, 2.165109)
H (1.597272, -0.498943, 3.329149)
H (2.596852, -1.227643, 2.286839)
H (2.126912, -2.079063, 3.856979)
H (-0.128798, -2.641043, 3.936579)
C (-0.864578, -0.218153, -3.222501)
C (-1.466688, -1.526653, -2.674691)
C (-0.500018, -2.233273, -1.612801)
O (-2.752618, -1.324943, -2.057641)
H (-0.351298, 0.347587, -2.444951)
H (-1.572768, 0.360007, -3.816041)
H (-0.163428, -0.461703, -4.020741)
H (-1.613028, -2.221013, -3.502071)
H (-0.650988, -3.312113, -1.575301)
H (-0.571588, -1.784833, -0.621911)
H (0.566352, -2.045362, -1.737901)
H (-2.725998, -1.691353, -1.170711)
C (2.867472, 0.548308, -2.866861)
C (2.235982, 0.248437, -1.504381)
C (3.263122, -0.167732, -0.431331)
O (1.522522, 1.318388, -1.174811)
H (2.662322, -0.268443, -3.558911)
H (3.956122, 0.539917, -2.813311)
H (2.536972, 1.450537, -3.381491)
H (1.561492, -0.560323, -1.785551)
H (3.639072, 0.783178, -0.053751)
H (4.116102, -0.709843, -0.839561)
H (2.826842, -0.697482, 0.415489)
H (0.711032, 0.995838, -0.775991)
C (0.739722, 3.066498, 0.455439)
C (0.043812, 2.557588, 1.639699)
C (-1.432828, 2.336707, 1.318859)
O (0.678732, 1.219407, 1.804509)
H (1.765182, 3.335907, 0.708299)
H (0.289012, 4.021717, 0.186159)
H (0.659132, 2.454957, -0.443231)
H (0.071372, 3.221187, 2.503969)
H (-1.880838, 3.289987, 1.038439)
H (-1.874668, 2.093037, 2.285039)
H (-1.692898, 1.581727, 0.576919)
H (0.791412, 1.050687, 2.742829)

Atoms 1-2, force components in eV/Å:
-5.6 -3.9 0.8
0.3 -0.4 1.6

Summary:
Net charge: 0
E_HOMO, eV: -8.5370
ΔE to the lowest compared entry with this formula, charge and spin, kcal/mol: 362.81
DFT total energy, eV: -31562.5469
HOMO-LUMO gap, eV: 8.95

[3]
ORCA calculation (ωB97M-V/def2-TZVPD) on a molecular structure, C14H43AlBBr2CaCl3N3O10PSSi in a non-equilibrium geometry.

Element x y z (Å)
C (1.207072, -2.081671, 3.166168)
C (-0.105807, -1.487333, 2.769580)
C (-0.416581, -1.551783, 1.304273)
O (0.726459, -1.598433, 0.469118)
C (1.014071, -0.484809, -0.255375)
Si (2.048278, 0.932369, 0.535061)
C (1.281023, 1.606330, 2.099068)
C (2.091508, 2.335055, -0.701056)
C (3.810271, 0.432351, 0.774501)
C (-0.024268, -0.034127, -1.239761)
O (-0.131618, -1.107385, -2.088303)
B (1.150292, -1.715664, -2.069380)
S (1.565116, -2.004638, -3.881690)
O (1.964972, -1.011073, -1.190265)
H (1.904121, -2.113411, 2.384923)
H (1.599655, -1.529810, 3.954617)
H (1.055171, -3.049138, 3.519546)
H (-0.235278, -0.521210, 3.122364)
H (-0.850710, -2.039959, 3.242333)
H (-0.933431, -2.433224, 1.125456)
H (-1.089311, -0.783583, 1.057619)
H (1.705918, 2.551758, 2.247756)
H (0.232867, 1.743351, 2.035006)
H (1.564933, 1.017579, 2.918928)
H (2.586785, 3.152816, -0.302894)
H (1.098512, 2.590373, -0.951603)
H (2.552167, 2.004646, -1.586989)
H (4.139616, 0.071355, -0.140034)
H (4.371407, 1.266260, 1.033017)
H (3.859943, -0.324759, 1.502767)
H (-0.984777, 0.167053, -0.851820)
H (0.234598, 0.849653, -1.745321)
H (0.840395, -2.923892, -1.784855)
H (2.317232, -3.081724, -3.798346)
C (-2.565881, -1.854777, -3.172579)
O (-2.083493, -2.683474, -2.472295)
N (-1.878243, -0.854664, -3.772558)
N (-3.985014, -1.873087, -3.459064)
H (-2.296925, -0.158080, -4.365141)
H (-0.882384, -0.823556, -3.605162)
H (-4.512711, -2.616741, -3.016527)
H (-4.424387, -1.185768, -4.056386)
C (-4.888351, 2.864450, 3.536938)
O (-5.412066, 1.604245, 3.504903)
P (-4.961656, 0.742555, 2.207033)
O (-3.641241, 1.151546, 1.752923)
O (-6.111956, 1.022430, 1.141094)
C (-6.214805, 2.302512, 0.563576)
O (-5.225349, -0.651720, 2.690917)
C (-4.856692, -1.837092, 1.857811)
H (-4.241710, 2.989770, 4.412854)
H (-4.290007, 3.034787, 2.631942)
H (-5.715436, 3.610461, 3.587456)
H (-5.207898, 2.689368, 0.285537)
H (-6.729087, 2.996893, 1.257803)
H (-6.807446, 2.228814, -0.340208)
H (-4.313121, -2.520681, 2.497238)
H (-4.234977, -1.577187, 0.991206)
H (-5.774640, -2.305285, 1.521350)
N (7.189046, 1.939596, 1.369480)
H (7.366396, 1.024190, 0.974703)
H (8.055982, 2.362295, 1.669830)
H (6.692703, 2.667553, 0.554992)
H (6.568954, 1.842190, 2.159865)
Ca (-4.207825, 4.683915, 1.829147)
O (-2.000722, 0.384835, -0.564133)
H (-1.831965, 0.106492, -1.470887)
Br (6.945496, 4.290744, -0.284167)
Al (-5.843800, -2.381772, -4.745093)
C (-1.493096, -0.607609, -7.125949)
Cl (-2.796226, -1.470102, -7.946481)
Cl (-0.210238, -0.199560, -8.239457)
Cl (-2.133528, 0.846121, -6.316923)
H (-1.101427, -1.274201, -6.367811)
C (8.342528, -1.332816, 2.975802)
O (7.104521, -0.802505, 2.465259)
H (9.156000, -0.812851, 2.482018)
H (8.417501, -1.171291, 4.051683)
H (8.421523, -2.398591, 2.762774)
H (6.390647, -1.267025, 2.904883)
Br (-1.613049, -3.508483, -6.146202)

Atoms 1-2, force components in eV/Å:
-0.7 0.4 -0.2
0.6 -0.5 -0.9

Summary:
Net charge: +2
E_HOMO, eV: -10.5391
DFT total energy, eV: -271501.6183
HOMO-LUMO gap, eV: 1.24

Number 3 is which compound? C14H43AlBBr2CaCl3N3O10PSSi

Which formula does entry 2 have? C14H42O8

The highest HOMO-LUMO gap belongs to which entry? C14H42O8

The highest E_HOMO belongs to which entry? C14H42O7S7